No. 1
A gas-phase ion, C4H9N2 (charge +1). Source: the OMol25 dataset; level of theory: ωB97M-V/def2-TZVPD.

The geometry in XYZ format:
```
15
C4H9N2 ωB97M-V/def2-TZVPD
H -1.0351 0.2118 1.5912
C 0.2870 -1.0708 0.2973
H 0.5008 -1.9151 0.9684
H -1.2347 0.0897 -1.3369
H 3.1025 1.1315 -0.3601
H 0.3966 1.9923 0.6396
C 1.3313 0.0380 0.1522
C -1.8382 0.2504 -0.3930
H 0.0553 -1.4913 -0.5848
H -2.6975 -0.4118 -0.1435
N 0.4117 1.0014 0.2858
H 3.0728 -0.7331 -0.5198
N 2.5772 0.1640 -0.2645
C -0.6877 0.1188 0.6367
H -2.1174 1.3785 -0.4754
```

- molar mass (g/mol) = 85.1
- net charge = +1
- SMILES = C[C@H]1CC(=[NH2+])N1
- ΔE to the lowest compared entry with this formula, charge and spin (kcal/mol) = 37.5
- orbital gap (eV) = 11.6


No. 2
2 unconnected molecules or ions with the total composition C4H9N2O. Source: the OMol25 dataset; level of theory: ωB97M-V/def2-TZVPD.

The geometry in XYZ format:
```
16
C4H9N2O ωB97M-V/def2-TZVPD
H -0.4899 -1.0813 2.4565
C -0.0028 0.1089 0.7688
H -1.5939 -0.9788 -0.1584
H 1.0659 -1.5154 1.6591
C 0.3989 -0.7038 1.9428
H 0.8376 -0.1259 2.6999
H 1.0252 -3.0735 -1.0827
H 1.9320 -2.0885 -1.7024
N -0.2608 1.7710 -0.6574
O 1.1595 -2.1195 -1.1254
C -1.1722 0.8437 -0.9622
N -1.0621 -0.1227 -0.0725
H 0.1099 2.3323 -1.4148
C 0.4834 1.3263 0.4074
H 1.3502 1.7502 0.8771
H -1.7488 0.9018 -1.8668
```

- molar mass (g/mol) = 101.1
- net charge = +1
- ΔE to the lowest compared entry with this formula, charge and spin (kcal/mol) = 10.5
- orbital gap (eV) = 10.8


No. 3
A gas-phase ion, C4H9N2O (charge +1). Source: the OMol25 dataset; level of theory: ωB97M-V/def2-TZVPD.

The geometry in XYZ format:
```
16
C4H9N2O ωB97M-V/def2-TZVPD
H -0.9127 -0.5610 -1.4440
H 1.0514 2.6847 -0.2172
H 2.8444 -0.5828 1.0406
H -1.0126 1.6451 -0.4010
C 0.9347 1.7013 -0.0681
C 1.7667 -0.4211 -0.3921
O 2.4964 -1.1718 0.3523
C -1.0649 -1.0389 -0.4703
N -0.2366 -0.2701 0.4326
C -0.3874 1.1637 0.4250
H 1.4381 -1.0614 -1.2379
H -0.7259 -2.0081 -0.6165
N 1.8201 0.9483 -0.4676
H -0.6415 1.5788 1.3823
H 0.0735 -0.7069 1.3209
H -2.1187 -1.0208 -0.1513
```

- molar mass (g/mol) = 101.1
- net charge = +1
- SMILES = CNCC=[N+]=CO
- ΔE to the lowest compared entry with this formula, charge and spin (kcal/mol) = 68.3
- orbital gap (eV) = 10.8


No. 4
A gas-phase ion, C4H9N2O (charge +1). Source: the OMol25 dataset; level of theory: ωB97M-V/def2-TZVPD.

The geometry in XYZ format:
```
16
C4H9N2O ωB97M-V/def2-TZVPD
H -1.7369 -1.2185 0.6580
H 2.7715 2.0028 -0.0543
C 2.1491 1.1542 -0.0523
H -2.0019 0.4914 0.6253
H 0.3243 1.3420 -1.0873
N 0.0465 -0.2443 0.3740
C -1.4089 -0.2572 0.0987
O 2.6120 -1.0326 0.0438
H 0.7287 -2.3907 0.5300
N 2.8886 0.1602 0.0457
H 0.1139 1.7208 0.6511
H 0.7512 -1.4571 -1.2843
C 0.7396 -1.4880 -0.1721
H -1.5242 -0.3804 -0.8917
C 0.6142 1.0920 -0.0261
H 0.3045 -0.4507 1.3910
```

- molar mass (g/mol) = 101.1
- net charge = +1
- ΔE to the lowest compared entry with this formula, charge and spin (kcal/mol) = 153.1
- orbital gap (spin up / spin down) (eV) = 9.3 / 9.3


No. 5
A gas-phase ion, C4H9N2O (charge +1). Source: the OMol25 dataset; level of theory: ωB97M-V/def2-TZVPD.

The geometry in XYZ format:
```
16
C4H9N2O ωB97M-V/def2-TZVPD
H 1.4419 0.8772 -2.5126
C 1.2573 0.3947 -0.4199
H -1.6652 -1.5589 2.1837
H -0.3481 -2.4707 -0.2711
H 1.6250 2.3442 -1.2941
H -2.4064 -1.2069 0.8400
C -0.5088 -0.6158 0.6369
H 2.1794 0.4445 0.1836
O 1.0142 -0.8536 -0.9615
C -1.7408 -0.7812 1.4838
H 0.0780 1.4322 1.1218
N 0.1470 0.4998 0.6122
H -0.0494 1.3948 -1.6861
C 1.0537 1.4270 -1.5645
N -0.0559 -1.4635 -0.2476
H -2.0218 0.1362 1.8953
```

- molar mass (g/mol) = 101.1
- net charge = +1
- SMILES = CC1=[NH+][C@H](C)ON1
- ΔE to the lowest compared entry with this formula, charge and spin (kcal/mol) = 78.2
- orbital gap (eV) = 11.1


No. 6
A gas-phase ion, C4H9N2O (charge +1). Source: the OMol25 dataset; level of theory: ωB97M-V/def2-TZVPD.

The geometry in XYZ format:
```
16
C4H9N2O ωB97M-V/def2-TZVPD
H 0.6297 1.9955 -0.6630
H 0.2663 1.8549 1.0041
O -2.9063 0.6796 -0.1964
H 0.4591 -1.5231 -0.9554
H 2.3175 0.0000 0.8927
C -1.8690 0.0725 0.5066
H 0.0147 -1.4244 0.8400
C 1.5488 0.1355 0.0602
C 0.4355 1.1827 0.0652
N -2.8650 -0.7143 0.0371
H -2.9050 -1.1650 -0.8123
H -1.7942 0.2901 1.5147
H -0.9004 0.1401 -1.2293
C 0.4108 -0.9188 0.0267
N -0.6010 0.1587 -0.2791
H 2.2284 0.0025 -0.8356
```

- molar mass (g/mol) = 101.1
- net charge = +1
- SMILES = C1C[NH+]([C@@H]2NO2)C1
- ΔE to the lowest compared entry with this formula, charge and spin (kcal/mol) = 137.2
- orbital gap (eV) = 11.1


No. 7
A gas-phase ion, C4H9N2O (charge +1). Source: the OMol25 dataset; level of theory: ωB97M-V/def2-TZVPD.

The geometry in XYZ format:
```
16
C4H9N2O ωB97M-V/def2-TZVPD
C -1.9321 -0.8044 0.3057
H 3.1723 -1.1143 0.1209
H -2.2195 -1.7073 -0.3349
C -1.4065 0.4875 -0.3188
C -0.0285 0.4022 -0.6228
H -2.8749 -0.7378 0.8139
H 2.9122 1.2249 0.8138
H 0.2125 0.0740 -1.5865
H -1.7887 1.1536 0.4934
H 0.6236 1.8218 0.7615
H -2.0685 0.8082 -1.1176
N 2.3127 -0.6374 -0.0932
C 2.1392 0.6421 0.1849
H -1.3220 -1.2939 1.0695
N 0.8364 1.0387 0.0940
O 1.4318 -1.3578 -0.5836
```

- molar mass (g/mol) = 101.1
- net charge = +1
- SMILES = CC/C=[NH+]/C=[NH+]\[O-]
- ΔE to the lowest compared entry with this formula, charge and spin (kcal/mol) = 115.7
- orbital gap (spin up / spin down) (eV) = 9.0 / 9.0


No. 8
2 unconnected molecules or ions with the total composition C4H9N2O. Source: the OMol25 dataset; level of theory: ωB97M-V/def2-TZVPD.

The geometry in XYZ format:
```
16
C4H9N2O ωB97M-V/def2-TZVPD
H -2.3910 -0.4562 -1.9082
H 2.9166 -0.7074 1.3386
C 2.1555 0.0447 1.1845
N -1.6450 1.0764 0.7843
H 1.3498 -0.8842 -0.6609
H 0.5996 -1.3504 1.6243
C -2.4529 0.5910 -1.6083
H 0.0681 0.3082 1.8342
O -1.1431 1.2284 1.8803
H 0.8470 0.8521 -0.4045
H 2.4057 1.0163 1.5896
H -3.4962 0.9069 -1.6714
C -1.9651 0.7437 -0.2713
H -1.8644 1.1954 -2.2994
C 1.2410 -0.0560 0.0247
N 0.7798 -0.3778 1.3783
```

- molar mass (g/mol) = 101.1
- net charge = +1
- ΔE to the lowest compared entry with this formula, charge and spin (kcal/mol) = 104.3
- orbital gap (eV) = 11.2


No. 9
A molecular structure, C4H9N2O2. Source: the OMol25 dataset; level of theory: ωB97M-V/def2-TZVPD.

The geometry in XYZ format:
```
17
C4H9N2O2 ωB97M-V/def2-TZVPD
C 1.5478 -1.6261 0.5441
N -2.1041 0.2363 0.6689
H 2.3869 2.0363 -0.9034
H 1.1439 -1.8081 -0.4374
H 2.5724 -1.9517 0.3742
C 1.5756 -0.1507 0.8649
H 1.0951 0.0280 1.8464
O -3.3205 0.2148 -1.6165
H -3.9690 -0.4446 -1.7406
C 0.8876 0.6766 -0.1233
H -0.1693 0.5338 -0.1487
C 1.3932 1.7287 -0.7856
H 1.0608 -2.2134 1.2316
H 0.7597 2.1787 -1.6544
N -3.1322 0.2276 0.1725
H 2.5754 0.1419 1.2257
O -4.3034 0.1918 0.4818
```

- molar mass (g/mol) = 117.1
- net charge = -1
- ΔE to the lowest compared entry with this formula, charge and spin (kcal/mol) = 141.8
- orbital gap (eV) = 7.7


No. 10
A molecular structure, C4H9N2O2. Source: the OMol25 dataset; level of theory: ωB97M-V/def2-TZVPD.

The geometry in XYZ format:
```
17
C4H9N2O2 ωB97M-V/def2-TZVPD
C -0.2314 0.5385 0.6249
H 1.2494 0.4106 -0.9786
H -1.1668 0.7083 0.0818
H -0.3808 -2.7303 -0.1367
N 0.4410 1.7308 1.1095
O 0.4706 2.8219 -0.8723
H -1.6089 -1.4896 -1.6176
C -1.4121 -2.3747 -0.9480
H -0.4935 -0.1598 1.4262
H -1.6261 -3.3048 -1.4675
N -1.3506 -2.2624 0.3479
H 0.9425 1.6219 1.9785
C 0.9078 2.8250 0.3121
H 0.2675 -0.9233 -0.8664
O 1.6732 3.6082 0.8999
H 1.5437 -0.7860 0.3223
C 0.7741 -0.2345 -0.2158
```

- molar mass (g/mol) = 117.1
- net charge = -1
- ΔE to the lowest compared entry with this formula, charge and spin (kcal/mol) = 107.0
- orbital gap (eV) = 6.7


No. 11
A molecular structure, C4H9N2O2. Source: the OMol25 dataset; level of theory: ωB97M-V/def2-TZVPD.

The geometry in XYZ format:
```
17
C4H9N2O2 ωB97M-V/def2-TZVPD
H -2.4119 -0.7832 1.2712
N 0.3676 -0.7409 0.5658
H -1.7003 0.6233 2.8479
O 0.3631 -0.9720 -2.0109
H -0.0075 -1.3783 -0.2031
O 2.0400 0.5251 -2.5512
H -1.2766 0.5130 0.0051
C -0.6709 0.2358 0.9104
C -1.7730 -0.1964 1.9833
N -2.5487 1.2668 2.2334
H 1.7004 0.9582 0.0960
H -1.3315 -0.9314 2.6953
C 1.2711 -0.1033 -1.7162
H 2.4794 -0.7229 -0.1047
H -0.2166 1.2599 1.2861
H -3.2957 1.2807 2.8913
C 1.5231 -0.0902 -0.1579
```

- molar mass (g/mol) = 117.1
- ΔE to the lowest compared entry with this formula, charge and spin (kcal/mol) = 124.1
- orbital gap (spin up / spin down) (eV) = 10.6 / 6.0
- 2S+1 = 2


No. 12
2 unconnected molecules or ions with the total composition C4H9N2O2. Source: the OMol25 dataset; level of theory: ωB97M-V/def2-TZVPD.

The geometry in XYZ format:
```
17
C4H9N2O2 ωB97M-V/def2-TZVPD
N 0.7201 2.0192 -0.6646
O -2.9811 0.8781 0.3230
O -1.9092 -0.3737 -1.2033
H 0.4482 3.0473 -0.6166
H -1.0348 0.6128 1.7361
C -0.9269 0.1674 0.7784
H 1.4715 1.7906 -0.0586
C 1.4809 -1.1736 1.0236
H 1.4707 -1.8800 1.7795
H 0.5141 -2.6368 -0.2402
H 0.7844 1.4823 -1.4745
H 1.4014 -1.3005 -1.1178
N -2.0048 0.2783 0.0203
C 0.1415 -0.6630 0.5610
C 0.8713 -1.6084 -0.2252
H 2.3704 -0.3935 1.1106
H -2.8179 -0.2466 -1.7318
```

- molar mass (g/mol) = 117.1
- net charge = +1
- ΔE to the lowest compared entry with this formula, charge and spin (kcal/mol) = 162.9
- orbital gap (eV) = 6.8


> Which value of molar mass does entry 4 give?

101.1 g/mol


> Which value of ΔE to the lowest compared entry with this formula, charge and spin does entry 11 give?

124.1 kcal/mol